Version w
ORCA calculation (ωB97M-V/def2-TZVPD) on 5 unconnected molecules or ions with the total composition C27H63N9O9.

XYZ file:
```
108
C27H63N9O9 | the OMol25 dataset | ωB97M-V/def2-TZVPD
C 5.16 -1.76 -0.76
C 3.80 -1.05 -0.78
C 3.04 -1.15 0.57
C 1.54 -1.31 0.36
C 1.14 -2.72 -0.11
C 0.06 -2.77 -1.20
C -1.41 -2.88 -0.69
N -1.65 -2.47 0.69
C -2.48 -2.23 -1.60
C -2.29 -2.60 -3.09
C -2.86 -1.60 -4.10
C -3.62 -2.27 -5.22
O -3.55 -3.42 -5.52
O -4.44 -1.45 -5.92
O -3.68 -2.85 -1.14
C -4.89 -2.40 -1.69
C -6.03 -3.08 -0.95
C -6.36 -2.34 0.36
C -7.28 -1.14 0.14
O -2.70 -0.85 -1.38
C -1.64 0.08 -1.23
C -0.90 0.43 -2.51
C -2.28 1.33 -0.64
C -3.08 1.06 0.64
C -3.70 2.35 1.19
C -5.02 2.74 0.49
C -4.94 3.93 -0.48
O -5.68 5.06 -0.05
C -4.94 5.86 0.86
H 5.07 -2.68 -0.19
H 5.49 -1.99 -1.77
H 5.90 -1.13 -0.28
H 3.95 0.01 -1.01
H 3.16 -1.46 -1.57
H 3.44 -1.98 1.16
H 3.20 -0.23 1.13
H 1.04 -1.07 1.31
H 1.21 -0.55 -0.35
H 0.82 -3.31 0.75
H 2.04 -3.19 -0.52
H 0.21 -1.92 -1.86
H 0.26 -3.66 -1.80
H -1.67 -3.93 -0.74
H -1.46 -3.23 1.33
H -1.10 -1.68 0.97
H -2.82 -3.54 -3.24
H -1.25 -2.81 -3.33
H -2.07 -1.00 -4.56
H -3.53 -0.88 -3.62
H -4.24 -0.53 -5.71
H -4.96 -2.61 -2.77
H -5.00 -1.31 -1.57
H -5.73 -4.11 -0.74
H -6.90 -3.10 -1.60
H -6.79 -3.03 1.09
H -5.41 -1.98 0.77
H -7.19 -0.76 -0.88
H -7.02 -0.31 0.80
H -8.33 -1.38 0.33
H -0.90 -0.24 -0.49
H -1.46 1.15 -3.11
H -0.63 -0.43 -3.11
H 0.04 0.92 -2.23
H -1.50 2.05 -0.39
H -2.95 1.76 -1.39
H -2.42 0.62 1.39
H -3.88 0.35 0.44
H -3.88 2.25 2.26
H -2.98 3.16 1.04
H -5.38 1.87 -0.07
H -5.78 2.98 1.23
H -3.89 4.21 -0.63
H -5.36 3.66 -1.45
H -5.63 6.53 1.37
H -4.43 5.25 1.62
H -4.18 6.45 0.35
C 7.10 -3.05 2.47
O 7.12 -2.17 1.64
N 6.19 -3.07 3.50
N 7.99 -4.10 2.46
H 6.15 -3.79 4.19
H 5.53 -2.32 3.54
H 8.68 -4.12 1.73
H 7.98 -4.84 3.13
C -1.36 7.18 -0.79
O -1.73 7.16 0.37
N -0.15 7.71 -1.16
N -2.12 6.69 -1.81
H 0.17 7.74 -2.11
H 0.43 8.08 -0.43
H -3.02 6.31 -1.58
H -1.84 6.71 -2.77
C 3.50 2.38 2.77
O 3.31 1.23 3.12
N 3.81 2.70 1.47
N 3.42 3.44 3.63
H 3.97 3.64 1.16
H 3.88 1.95 0.81
H 3.20 3.23 4.59
H 3.57 4.39 3.36
C 11.35 -2.55 3.81
O 11.65 -3.62 3.31
N 10.05 -2.19 4.01
N 12.29 -1.63 4.19
H 9.77 -1.31 4.41
H 9.35 -2.85 3.72
H 13.25 -1.88 4.05
H 12.07 -0.75 4.60
```

Calculated values
gap between HOMO and LUMO = 9.20 eV
HOMO level = -9.05 eV

Results of the Mulliken charge analysis, in e, for atoms 1 through 6: C -1.385; C -0.262; C -0.164; C 0.139; C -1.365; C -0.381

Version x
ORCA calculation (ωB97M-V/def2-TZVPD) on 9 unconnected molecules or ions with the total composition C27H63N9O9.

XYZ file:
```
108
C27H63N9O9 | the OMol25 dataset | ωB97M-V/def2-TZVPD
C -7.48 -2.90 -0.79
C -6.35 -3.06 0.20
O -6.11 -4.14 0.72
N -5.67 -1.93 0.51
C -4.66 -1.82 1.56
H -8.36 -2.51 -0.28
H -7.68 -3.87 -1.23
H -7.20 -2.18 -1.57
H -5.98 -1.08 0.07
H -3.67 -1.66 1.14
H -4.63 -2.77 2.09
H -4.94 -1.01 2.22
C 1.03 -2.79 -1.46
C 0.47 -3.76 -0.45
O 0.45 -4.96 -0.65
N 0.06 -3.21 0.73
C -0.57 -3.96 1.78
H 0.31 -2.57 -2.24
H 1.89 -3.25 -1.94
H 1.37 -1.87 -1.00
H -0.08 -2.21 0.76
H -1.18 -4.78 1.36
H -1.22 -3.30 2.34
H 0.17 -4.46 2.41
C 1.50 3.48 3.43
C 2.98 3.55 3.13
O 3.36 3.46 1.98
N 3.82 3.75 4.17
C 5.25 3.96 3.99
H 0.97 4.13 2.74
H 1.18 3.81 4.42
H 1.22 2.42 3.39
H 3.42 3.83 5.08
H 5.44 4.81 3.34
H 5.73 3.09 3.55
H 5.67 4.14 4.98
C 4.51 -0.83 -2.13
C 5.93 -1.32 -2.29
O 6.56 -1.14 -3.32
N 6.43 -1.93 -1.20
C 7.72 -2.59 -1.14
H 4.37 0.11 -2.65
H 4.20 -0.71 -1.09
H 3.87 -1.64 -2.50
H 5.85 -1.96 -0.36
H 7.98 -2.96 -2.13
H 7.66 -3.42 -0.44
H 8.50 -1.90 -0.80
C -2.14 1.11 0.65
C -0.88 0.37 1.00
O -0.92 -0.63 1.72
N 0.27 0.93 0.59
C 1.57 0.37 0.94
H -2.08 1.70 -0.26
H -2.35 1.76 1.50
H -2.97 0.41 0.55
H 0.30 1.82 0.10
H 2.10 1.04 1.61
H 2.17 0.30 0.02
H 1.52 -0.65 1.30
C 0.71 5.14 -2.68
C 0.84 3.74 -2.15
O 0.28 3.38 -1.12
N 1.66 2.92 -2.85
C 1.70 1.52 -2.56
H 0.48 5.16 -3.75
H 1.64 5.69 -2.50
H -0.09 5.66 -2.16
H 2.24 3.30 -3.58
H 2.54 1.26 -1.91
H 1.78 0.89 -3.45
H 0.80 1.17 -2.06
C 3.13 -2.27 2.94
C 4.44 -2.01 2.24
O 4.50 -1.87 1.03
N 5.51 -1.81 3.04
C 6.79 -1.43 2.49
H 2.52 -2.94 2.33
H 2.59 -1.33 3.03
H 3.24 -2.76 3.91
H 5.38 -1.64 4.02
H 7.28 -2.22 1.93
H 7.45 -1.13 3.31
H 6.73 -0.53 1.88
C -8.05 1.47 -2.35
C -6.83 1.38 -1.47
O -5.75 1.00 -1.91
N -6.99 1.69 -0.16
C -5.90 1.57 0.79
H -7.87 2.27 -3.07
H -8.95 1.69 -1.78
H -8.14 0.54 -2.90
H -7.93 1.77 0.17
H -5.27 2.45 0.89
H -5.22 0.81 0.39
H -6.24 1.24 1.76
C -2.83 -1.63 -1.99
C -2.20 -0.41 -2.64
O -1.02 -0.41 -2.97
N -3.02 0.65 -2.80
C -2.51 1.91 -3.31
H -3.92 -1.59 -2.02
H -2.53 -1.70 -0.95
H -2.50 -2.51 -2.54
H -3.93 0.60 -2.36
H -3.35 2.47 -3.71
H -1.77 1.71 -4.08
H -2.06 2.50 -2.51
```

Calculated values
gap between HOMO and LUMO = 8.96 eV
HOMO level = -8.72 eV

Results of the Mulliken charge analysis, in e, for atoms 1 through 6: C -1.089; C 0.873; O -0.665; N 0.089; C -0.834; H 0.269

Most stable: version x (next structure +40.3 kcal/mol)

Version w
ORCA calculation (ωB97M-V/def2-TZVPD) on a single C17H20N2O5S2 molecule.

XYZ file:
```
46
C17H20N2O5S2 | the OMol25 dataset | ωB97M-V/def2-TZVPD
C 7.61 0.06 0.31
C 6.37 0.95 0.29
H 6.25 1.41 -0.69
H 6.42 1.71 1.07
O 5.19 0.20 0.59
C 4.61 -0.46 -0.41
O 5.02 -0.47 -1.54
C 3.36 -1.17 0.07
C 2.25 -0.16 0.18
C 2.18 0.83 1.11
S 0.76 1.77 0.87
C 0.38 0.74 -0.50
N 1.24 -0.18 -0.73
N -0.77 0.98 -1.21
C -1.59 0.09 -1.86
O -2.63 0.50 -2.35
C -1.19 -1.36 -1.90
C -2.24 -2.18 -1.16
H -2.13 -3.24 -1.34
H -3.24 -1.85 -1.42
S -2.05 -1.98 0.66
O -1.97 -3.31 1.22
O -0.96 -1.09 0.94
C -3.61 -1.23 1.28
C -3.70 0.19 0.83
C -4.59 0.57 -0.16
C -4.62 1.89 -0.60
C -3.75 2.82 -0.06
C -2.86 2.44 0.93
C -2.84 1.14 1.38
H -2.14 0.84 2.15
H -2.19 3.17 1.36
H -3.77 3.84 -0.41
H -5.31 2.17 -1.38
H -5.26 -0.15 -0.59
H -3.52 -1.32 2.36
H -4.42 -1.85 0.92
H -0.21 -1.50 -1.45
H -1.16 -1.67 -2.94
H -1.18 1.90 -1.09
H 2.86 1.05 1.90
H 3.07 -1.93 -0.67
H 3.55 -1.62 1.04
H 7.70 -0.44 1.27
H 8.49 0.67 0.14
H 7.54 -0.68 -0.48
```

Calculated values
gap between HOMO and LUMO = 8.95 eV
HOMO level = -8.44 eV

Results of the Mulliken charge analysis, in e, for atoms 1 through 6: C -1.121; C -0.287; H 0.329; H 0.331; O -0.275; C 0.600

Version x
ORCA calculation (ωB97M-V/def2-TZVPD) on a single C17H20N2O5S2 molecule.

XYZ file:
```
46
C17H20N2O5S2 | the OMol25 dataset | ωB97M-V/def2-TZVPD
C -3.35 -4.02 0.29
C -3.54 -2.54 0.30
C -4.06 -1.87 -0.81
C -4.19 -0.50 -0.80
C -3.82 0.21 0.32
C -3.33 -0.42 1.44
C -3.19 -1.80 1.43
H -2.80 -2.31 2.29
H -3.06 0.16 2.31
S -3.87 2.00 0.26
O -3.51 2.55 1.52
O -5.06 2.46 -0.39
N -2.64 2.32 -0.87
C -1.46 1.60 -0.81
C -0.84 1.13 -1.97
C 0.31 0.37 -1.88
C 0.85 0.09 -0.64
C 0.26 0.58 0.52
C -0.88 1.34 0.44
H -1.35 1.75 1.32
H 0.72 0.34 1.47
S 2.30 -0.93 -0.49
O 2.74 -1.33 -1.79
O 2.06 -1.95 0.49
N 3.38 0.17 0.20
C 3.82 1.17 -0.75
H 2.94 1.63 -1.19
C 4.65 2.22 0.01
H 5.08 2.94 -0.69
O 5.74 1.62 0.68
C 5.30 0.64 1.58
H 6.20 0.22 2.04
C 4.51 -0.45 0.87
H 4.11 -1.19 1.57
H 5.16 -0.96 0.14
H 4.67 1.10 2.36
H 4.00 2.73 0.73
H 4.43 0.71 -1.54
H 0.81 -0.02 -2.76
H -1.27 1.35 -2.93
H -3.01 2.48 -1.79
H -4.60 0.03 -1.65
H -4.35 -2.43 -1.68
H -2.29 -4.25 0.19
H -3.87 -4.48 -0.55
H -3.70 -4.46 1.21
```

Calculated values
gap between HOMO and LUMO = 9.54 eV
HOMO level = -9.23 eV

Results of the Mulliken charge analysis, in e, for atoms 1 through 6: C -1.443; C 0.886; C -0.783; C -0.653; C 0.284; C -0.296

Most stable: version w (next structure +34.1 kcal/mol)

Version w
ORCA calculation (ωB97M-V/def2-TZVPD) on 2 unconnected molecules or ions with the total composition CH7NS2.

XYZ file:
```
11
CH7NS2 | the OMol25 dataset | ωB97M-V/def2-TZVPD
S -2.79 1.32 -0.18
S -2.72 0.29 -2.03
H -1.45 1.47 -0.22
H -3.69 1.00 -2.62
C 1.88 -1.02 0.88
N 0.86 -0.14 0.27
H 2.39 -0.61 1.76
H 1.39 -1.96 1.06
H 2.68 -1.10 0.15
H 1.33 0.71 0.00
H 0.11 0.05 0.93
```

Calculated values
gap between HOMO and LUMO = 9.13 eV
HOMO level = -8.93 eV

Results of the Mulliken charge analysis, in e, for atoms 1 through 6: S -0.163; S -0.161; H 0.141; H 0.162; C -0.751; N -0.472

Version x
ORCA calculation (ωB97M-V/def2-TZVPD) on 2 unconnected molecules or ions with the total composition CH7NS2.

XYZ file:
```
11
CH7NS2 | the OMol25 dataset | ωB97M-V/def2-TZVPD
S 1.74 -1.86 1.70
S 1.92 -2.81 -0.16
H 0.50 -1.45 1.41
H 2.23 -4.02 0.34
C -0.99 1.91 -0.81
N -0.64 0.62 -0.21
H -1.44 2.62 -0.12
H -0.10 2.32 -1.28
H -1.75 1.73 -1.56
H -1.49 0.19 0.14
H 0.02 0.75 0.55
```

Calculated values
gap between HOMO and LUMO = 9.29 eV
HOMO level = -8.98 eV

Results of the Mulliken charge analysis, in e, for atoms 1 through 6: S -0.163; S -0.159; H 0.141; H 0.163; C -0.751; N -0.478

Most stable: version x (next structure +2.7 kcal/mol)

Version w
ORCA calculation (ωB97M-V/def2-TZVPD) on 11 unconnected molecules or ions with the total composition H24NO10.

XYZ file:
```
35
H24NO10 | the OMol25 dataset | ωB97M-V/def2-TZVPD
N 0.36 -0.18 -0.26
H 0.58 0.34 0.62
H -0.38 -0.84 0.10
H 1.12 -0.37 -0.51
H 0.00 0.45 -0.99
O -1.68 2.42 -2.45
H -1.34 2.25 -3.28
H -1.86 3.43 -2.35
O -3.03 -0.32 -0.07
H -3.15 -0.09 0.86
H -3.35 -1.33 -0.27
O -1.12 2.84 0.68
H -1.05 3.44 1.47
H -0.45 2.91 0.05
O 0.72 -3.14 -1.18
H 0.29 -3.46 -1.87
H 0.46 -3.83 -0.51
O -1.56 -0.18 3.49
H -2.25 0.44 3.82
H -0.78 0.38 3.12
O 2.81 0.61 -2.48
H 3.57 0.19 -2.38
H 2.41 0.43 -3.30
O -0.66 -2.52 1.59
H 0.28 -2.67 1.87
H -0.92 -1.85 2.12
O 2.88 0.33 1.01
H 3.21 -0.07 1.90
H 2.97 1.20 1.15
O -0.35 -1.24 -3.10
H -0.69 -1.79 -3.82
H 0.20 -1.81 -2.59
O 0.60 1.11 2.58
H 1.56 0.88 2.19
H 0.57 2.04 2.80
```

Calculated values
gap between HOMO and LUMO = 10.63 eV
HOMO level = -13.86 eV
net charge = +1

Results of the Mulliken charge analysis, in e, for atoms 1 through 6: N -0.072; H 0.029; H 0.363; H 0.548; H 0.216; O -0.610

Version x
ORCA calculation (ωB97M-V/def2-TZVPD) on 11 unconnected molecules or ions with the total composition H24NO10.

XYZ file:
```
35
H24NO10 | the OMol25 dataset | ωB97M-V/def2-TZVPD
N -0.65 -0.30 -0.76
H -0.12 -0.60 0.06
H -1.32 0.42 -0.51
H -1.09 -1.04 -1.23
H 0.02 0.15 -1.36
O -3.06 0.06 1.77
H -3.88 -0.30 2.11
H -2.43 0.03 2.50
O 1.65 -1.84 1.26
H 1.77 -2.75 1.00
H 2.29 -1.70 1.95
O 2.31 0.03 -0.51
H 2.10 -0.67 0.07
H 3.23 -0.13 -0.53
O 0.03 2.69 -1.40
H 0.04 3.36 -2.11
H 0.21 3.25 -0.62
O -1.53 -2.77 0.53
H -1.47 -3.72 0.63
H -2.21 -2.47 1.13
O 1.18 -1.91 -2.51
H 1.53 -2.54 -1.89
H 1.85 -1.76 -3.13
O 2.78 1.32 -2.99
H 2.39 1.44 -2.15
H 2.56 2.11 -3.50
O -0.66 -1.69 2.92
H -0.06 -0.95 3.00
H -0.61 -2.02 2.02
O -2.32 3.11 -0.39
H -1.57 2.84 -0.95
H -2.26 4.06 -0.49
O -0.08 1.12 1.82
H -0.50 1.11 2.65
H -0.11 2.06 1.63
```

Calculated values
gap between HOMO and LUMO = 11.02 eV
HOMO level = -13.99 eV
net charge = +1

Results of the Mulliken charge analysis, in e, for atoms 1 through 6: N -0.056; H -0.014; H 0.260; H 0.392; H 0.289; O -0.571

Most stable: version x (next structure +75.6 kcal/mol)